(1)
Computed, not measured: 2 unconnected molecules or ions with the total composition C3H4NO, with ωB97M-V/def2-TZVPD.

```
! RIJCOSX wB97M-V def2-TZVPD def2/J DEFGRID3
* xyz 1 1
C -1.350 -1.550 -0.468
C 1.310 2.167 1.747
C -0.353 -0.696 -0.534
N 1.615 1.766 0.757
O 0.678 -0.036 -0.708
H -2.192 -1.465 -1.105
H -1.761 -2.181 0.256
H 0.897 2.568 2.614
H 1.350 0.982 -0.039
*
```

Gap between HOMO and LUMO in Ha: 0.359
LUMO in eV: -4.7
HOMO energy in eV: -14.53

Here are the Löwdin charges for atoms 1 to 6, given in e: 0.107, 0.230, -0.083, 0.275, 0.083, 0.089

(2)
Computed, not measured: a molecular structure, C34H30CoFN6O6S5, with ωB97M-V/def2-TZVPD.

```
! RIJCOSX wB97M-V def2-TZVPD def2/J DEFGRID3
* xyz -1 2
Co 0.337 0.204 0.781
C -4.549 -4.993 -0.918
C -5.176 -3.967 0.025
C -6.505 -3.479 -0.540
C -7.127 -2.458 0.401
C -6.169 -1.314 0.576
C -6.629 -0.037 0.822
C -5.726 1.003 0.994
F -6.213 2.233 1.266
C -4.375 0.813 0.886
C -3.892 -0.467 0.598
C -2.450 -0.654 0.419
O -1.714 0.336 0.283
C -2.019 -2.022 0.409
C -2.947 -3.008 0.316
N -4.284 -2.817 0.240
C -4.786 -1.545 0.466
C -0.573 -2.507 0.545
O -0.382 -3.716 0.408
O 0.332 -1.656 0.799
H -5.310 -5.712 -1.221
H -3.737 -5.545 -0.452
H -4.165 -4.497 -1.809
H -5.364 -4.442 0.997
H -7.165 -4.335 -0.681
H -6.330 -3.021 -1.517
H -7.332 -2.929 1.367
H -8.073 -2.087 0.006
H -7.690 0.164 0.884
H -3.672 1.622 1.024
H -2.562 -4.017 0.293
O 2.564 2.168 7.022
C 2.210 1.695 5.970
S 3.274 1.463 4.574
C 2.076 0.810 3.451
C 0.810 0.679 3.945
S -0.566 0.195 3.050
S 0.570 1.143 5.631
S 2.590 0.413 1.867
O 0.541 2.768 -5.790
N 0.582 3.568 -4.862
O 0.647 4.777 -5.065
C 0.548 3.110 -3.515
C 0.463 4.091 -2.545
C 0.417 3.794 -1.178
C 0.302 4.772 -0.162
C 0.284 4.367 1.144
C 0.364 3.004 1.453
N 0.436 2.065 0.521
C 0.473 2.445 -0.769
C 0.555 1.414 -1.758
N 0.613 0.163 -1.268
C 0.648 -0.854 -2.104
C 0.655 -0.665 -3.482
C 0.644 0.608 -4.007
C 0.580 1.715 -3.139
H 0.430 5.121 -2.870
H 0.230 5.814 -0.446
H 0.204 5.081 1.951
H 0.352 2.679 2.485
H 0.693 -1.844 -1.670
H 0.687 -1.523 -4.138
H 0.688 0.767 -5.070
C 6.763 -1.532 -0.358
N 5.512 -1.161 0.286
C 4.605 -2.294 0.417
C 4.938 -0.015 -0.304
S 3.850 -0.121 -1.555
N 5.393 1.150 0.188
C 4.897 2.427 -0.266
C 6.331 1.226 1.286
H 6.590 -1.920 -1.372
H 7.248 -2.306 0.239
H 7.425 -0.668 -0.425
H 5.091 -3.040 1.047
H 4.352 -2.746 -0.549
H 3.689 -1.966 0.904
H 4.136 2.266 -1.023
H 5.712 3.022 -0.690
H 4.457 2.963 0.578
H 6.493 0.240 1.708
H 5.921 1.875 2.063
H 7.281 1.646 0.939
*
```

Gap between HOMO and LUMO (alpha / beta) in Ha: 0.132 / 0.131
LUMO (alpha / beta) in eV: 0.5 / 0.5
<S²>: 0.76
HOMO energy (alpha / beta) in eV: -3.05 / -3.04

Here are the Löwdin charges for atoms 1 to 6, given in e: 0.187, -0.044, -0.310, -0.152, -0.134, -0.145

(3)
Computed, not measured: a gas-phase ion, C5H8N (charge +1), with ωB97M-V/def2-TZVPD.

```
! RIJCOSX wB97M-V def2-TZVPD def2/J DEFGRID3
* xyz 1 1
C 1.147 -1.066 -0.042
C 0.037 0.002 -0.047
C 0.643 1.333 -0.412
C -0.935 -0.266 1.033
C -2.092 -0.017 0.227
N -1.216 -0.285 -0.687
H 2.124 -0.499 -0.059
H 1.032 -1.602 -1.098
H 0.935 -1.847 0.666
H 1.225 1.221 -1.373
H 1.220 1.923 0.334
H -0.153 2.095 -0.631
H -0.779 -1.130 1.679
H -3.189 0.137 0.410
*
```

Gap between HOMO and LUMO in Ha: 0.391
LUMO in eV: -5.9
HOMO energy in eV: -16.50
SMILES: CC1(C)[C@H]2C=[N+]21

Here are the Löwdin charges for atoms 1 to 6, given in e: 0.006, -0.532, -0.013, 0.158, 0.096, 0.263

(4)
Computed, not measured: a single C2H4N4 molecule, with ωB97M-V/def2-TZVPD.

```
! RIJCOSX wB97M-V def2-TZVPD def2/J DEFGRID3
* xyz 0 1
H 0.813 -2.559 -0.131
N 0.537 -1.601 -0.291
N 1.572 -0.918 -0.302
N 1.195 0.365 -0.661
C 0.721 1.268 0.353
C -0.253 0.573 -0.103
N -1.574 0.352 -0.272
H 1.140 2.183 0.696
H -1.867 -0.548 -0.613
H -2.215 0.886 0.301
*
```

Gap between HOMO and LUMO in Ha: 0.334
LUMO in eV: 0.9
HOMO energy in eV: -8.17
SMILES: [H]/N=N/N1C=C1N

Here are the Löwdin charges for atoms 1 to 6, given in e: 0.050, 0.048, -0.073, -0.047, -0.052, -0.318

(5)
Computed, not measured: a molecular structure, C29H76Cu2O29S9, with ωB97M-V/def2-TZVPD.

```
! RIJCOSX wB97M-V def2-TZVPD def2/J DEFGRID3
* xyz 2 3
Cu 1.606 -2.970 0.155
Cu 2.261 -3.084 3.513
O 0.540 -1.400 -0.967
C -0.045 -0.572 0.007
C 0.695 -0.471 1.460
O 1.284 -1.673 1.994
H -1.082 -0.823 0.234
H -0.173 0.444 -0.366
H -0.016 -0.115 2.206
H 1.501 0.263 1.443
O -3.149 3.504 7.628
S -1.895 2.802 7.934
O -1.868 1.810 8.970
O -1.316 2.149 6.501
C -1.333 2.912 5.342
C -0.917 2.015 4.173
C -0.510 3.981 8.214
H -0.640 3.752 5.384
H -2.336 3.321 5.220
H 0.145 1.780 4.241
H -0.927 2.606 3.257
H -1.598 1.202 3.919
H 0.369 3.335 8.233
H -0.728 4.361 9.212
H -0.533 4.725 7.418
O 2.124 -3.953 -1.808
S 1.895 -4.247 -3.206
O 2.828 -5.046 -4.028
O 0.312 -4.726 -3.395
C -0.082 -5.581 -4.502
C -0.899 -4.777 -5.481
C 1.561 -2.651 -3.971
H -0.696 -6.435 -4.215
H 0.721 -6.178 -4.936
H -1.580 -4.085 -4.987
H -1.420 -5.367 -6.236
H -0.148 -4.197 -6.018
H 0.687 -2.239 -3.466
H 1.415 -2.809 -5.040
H 2.431 -2.007 -3.848
O 3.864 -2.113 0.097
S 4.938 -1.279 -0.365
O 6.259 -1.288 0.304
O 5.071 -1.388 -2.032
C 6.427 -1.327 -2.529
C 6.337 -1.015 -3.995
C 4.284 0.439 -0.353
H 6.943 -2.268 -2.337
H 6.858 -0.428 -2.090
H 5.887 -0.032 -4.138
H 5.557 -1.599 -4.484
H 7.301 -1.084 -4.498
H 4.146 0.654 0.707
H 3.434 0.431 -1.036
H 5.097 0.991 -0.824
O -2.068 3.624 -2.556
S -2.335 4.007 -1.179
O -1.773 5.173 -0.597
O -3.949 4.061 -0.836
C -4.943 3.348 -1.610
C -6.380 3.419 -1.018
C -1.872 2.640 -0.025
H -4.588 2.322 -1.519
H -4.886 3.668 -2.650
H -7.032 2.823 -1.656
H -6.761 4.438 -0.949
H -6.418 2.841 -0.094
H -2.591 1.826 -0.114
H -1.964 3.097 0.961
H -0.852 2.416 -0.335
O 2.123 2.286 -4.769
S 2.608 2.846 -3.523
O 3.972 2.544 -3.086
O 2.382 4.523 -3.439
C 1.143 5.086 -3.684
C 0.706 5.851 -2.465
C 1.508 2.308 -2.163
H 0.367 4.395 -4.011
H 1.440 5.777 -4.473
H 0.580 5.115 -1.672
H -0.280 6.314 -2.415
H 1.421 6.667 -2.355
H 0.519 2.715 -2.375
H 1.860 2.758 -1.234
H 1.621 1.241 -1.970
O 0.017 -3.996 3.249
S -1.370 -3.980 3.638
O -2.346 -4.911 2.977
O -1.540 -4.151 5.367
C -2.856 -4.516 5.838
C -2.777 -5.241 7.186
C -2.042 -2.260 3.488
H -3.378 -5.084 5.068
H -3.389 -3.567 5.899
H -2.484 -4.470 7.899
H -2.003 -6.008 7.206
H -3.753 -5.534 7.572
H -1.265 -1.504 3.608
H -2.896 -2.113 4.148
H -2.372 -2.118 2.459
O -4.793 -2.303 -2.033
S -3.501 -1.769 -1.600
O -3.108 -0.312 -1.621
O -3.301 -2.229 -0.016
C -3.767 -3.497 0.346
C -4.954 -3.516 1.286
C -2.170 -2.738 -2.421
H -2.950 -4.116 0.716
H -3.944 -4.193 -0.475
H -5.932 -3.730 0.855
H -4.888 -2.562 1.809
H -4.792 -4.319 2.005
H -1.392 -2.817 -1.662
H -1.907 -2.231 -3.350
H -2.518 -3.763 -2.552
O -3.070 -0.671 -4.774
S -1.805 -0.178 -5.324
O -1.006 -1.008 -6.250
O -2.041 1.312 -6.060
C -3.203 2.156 -5.754
C -2.812 3.617 -6.126
C -0.630 0.441 -3.984
H -3.548 2.197 -4.721
H -4.022 1.786 -6.371
H -2.321 3.679 -7.097
H -2.234 4.185 -5.397
H -3.790 4.076 -6.274
H -1.146 1.107 -3.293
H 0.057 1.104 -4.509
H -0.219 -0.431 -3.475
O 3.198 -1.349 4.332
S 4.121 -0.243 4.606
O 5.032 -0.317 5.762
O 4.991 0.102 3.162
C 5.784 1.273 3.233
C 7.186 0.718 2.806
C 3.029 1.255 4.714
H 5.773 1.773 4.202
H 5.319 1.945 2.511
H 7.959 1.486 2.800
H 7.201 0.251 1.821
H 7.640 0.036 3.524
H 2.472 1.317 5.649
H 2.366 1.397 3.860
H 3.645 2.154 4.733
*
```

Gap between HOMO and LUMO (alpha / beta) in Ha: 0.293 / 0.181
LUMO (alpha / beta) in eV: -6.7 / -9.7
<S²>: 2.01
HOMO energy (alpha / beta) in eV: -14.64 / -14.64

Here are the Löwdin charges for atoms 1 to 6, given in e: 0.608, 0.611, -0.036, -0.188, -0.110, -0.054

(6)
Computed, not measured: a molecular structure, C15H21CrO18, with ωB97M-V/def2-TZVPD.

```
! RIJCOSX wB97M-V def2-TZVPD def2/J DEFGRID3
* xyz -1 5
Cr -0.064 -0.785 -0.895
O 1.551 -0.743 -4.880
C 0.780 -1.396 -3.919
O 0.597 -0.654 -2.878
O 0.385 -2.508 -4.142
H 1.744 0.089 -4.429
O 1.529 -4.316 0.881
C 0.743 -3.835 -0.164
O 0.178 -4.664 -0.860
O 0.725 -2.570 -0.247
H 1.432 -5.264 0.725
O -4.325 -1.488 -1.293
C -3.114 -2.022 -1.745
O -3.136 -3.073 -2.347
O -2.115 -1.271 -1.444
H -4.036 -0.684 -0.847
C -1.444 5.309 -3.108
C -2.072 4.193 -2.320
C -2.768 3.100 -3.160
O -2.387 1.893 -2.507
C -1.382 2.130 -1.656
O -0.825 1.298 -1.023
O -1.059 3.446 -1.654
H -0.744 5.019 -3.887
H -0.920 5.939 -2.380
H -2.196 5.973 -3.541
H -2.816 4.569 -1.612
H -2.388 3.088 -4.185
H -3.854 3.143 -3.186
C 4.834 -2.222 1.567
C 4.292 -0.822 1.454
C 5.089 0.096 0.501
O 4.086 0.801 -0.189
C 2.884 0.213 0.031
O 1.853 0.568 -0.437
O 3.009 -0.830 0.858
H 5.905 -2.193 1.777
H 4.749 -2.695 0.581
H 4.257 -2.861 2.230
H 4.289 -0.332 2.436
H 5.797 -0.468 -0.109
H 5.671 0.811 1.084
C -1.711 0.567 5.273
C -1.664 -0.662 4.384
C -2.924 -0.891 3.534
O -2.449 -0.806 2.187
C -1.135 -0.579 2.169
O -0.483 -0.461 1.187
O -0.631 -0.516 3.418
H -2.283 1.374 4.791
H -0.718 1.005 5.372
H -2.195 0.415 6.235
H -1.463 -1.516 5.033
H -3.639 -0.075 3.657
H -3.441 -1.836 3.678
*
```

Gap between HOMO and LUMO (alpha / beta) in Ha: 0.206 / 0.247
LUMO (alpha / beta) in eV: 2.1 / 2.1
<S²>: 6.01
HOMO energy (alpha / beta) in eV: -3.53 / -4.65

Here are the Löwdin charges for atoms 1 to 6, given in e: 0.876, 0.032, -0.757, -0.132, 0.084, 0.077

Number 1: electronic energy -246.31549 a.u., largest force on an atom 4.06 eV Å⁻¹. Number 2: electronic energy -5567.30945 a.u., largest force on an atom 2.16 eV Å⁻¹. Number 3: electronic energy -249.65101 a.u., largest force on an atom 4.16 eV Å⁻¹. Number 4: electronic energy -297.44405 a.u., largest force on an atom 1.75 eV Å⁻¹. Number 5: electronic energy -10196.12334 a.u., largest force on an atom 5.66 eV Å⁻¹. Number 6: electronic energy -2983.22145 a.u., largest force on an atom 2.02 eV Å⁻¹.